Entry 1:
Computed, not measured: a gas-phase ion, C2H10O4P3 (charge -1) in a non-equilibrium geometry, with ωB97M-V/def2-TZVPD.

The total charge is -1. The value obtained for the gap between HOMO and LUMO is 7.725 eV.

Each line ends with the Löwdin charge.
Atoms and positions in Å:
C 2.328 -1.811 0.665  -0.14
C 1.025 -1.565 0.382  -0.39
P 0.521 0.201 -0.152  0.17
P -0.002 2.278 -0.906  0.47
O -0.701 3.154 0.093  -0.58
P -1.718 -0.159 0.136  0.33
O -2.440 0.526 -0.971  -0.42
O -2.185 -1.725 0.088  -0.22
O -2.283 0.403 1.542  -0.19
H 2.908 -2.553 0.124  0.03
H 2.808 -1.192 1.422  0.03
H 0.329 -2.403 0.427  0.03
H 0.370 -0.352 -1.508  -0.02
H 1.916 0.509 -0.453  -0.06
H 0.651 0.751 1.210  -0.04
H -0.723 2.196 -2.123  -0.04
H 1.244 2.885 -1.250  -0.05
H -2.494 -1.866 -0.811  0.05
H -1.554 0.724 2.086  0.04

***

Entry 2:
Computed, not measured: a molecular structure, C17H31N2PReS2, with ωB97M-V/def2-TZVPD.

Its multiplicity is 4. The value obtained for the gap between HOMO and LUMO (alpha / beta) is 7.174 / 6.952 eV.

Each line ends with the Löwdin charge.
Atoms and positions in Å:
Re 0.365 -0.158 0.386  0.71
C -3.871 -0.230 -1.843  -0.14
C -2.680 0.085 -0.970  -0.77
S -1.473 -1.203 -0.878  0.47
C -2.560 1.244 -0.302  -0.78
C -3.582 2.345 -0.349  -0.14
S -1.180 1.627 0.739  0.53
H -3.753 -1.209 -2.303  0.05
H -3.986 0.505 -2.644  0.08
H -4.798 -0.239 -1.266  0.08
H -4.428 2.089 -0.984  0.06
H -3.139 3.271 -0.725  0.06
H -3.959 2.560 0.653  0.07
C -1.640 -2.223 2.528  -0.26
P 0.025 -1.523 2.340  0.72
C 0.236 -0.576 3.879  -0.25
C 1.132 -2.953 2.528  -0.36
C 0.799 -4.173 1.945  -0.09
C 1.662 -5.254 2.035  -0.08
C 2.870 -5.126 2.705  -0.09
C 3.213 -3.911 3.280  -0.08
C 2.350 -2.830 3.191  -0.09
H -1.901 -2.818 1.656  0.02
H -2.342 -1.389 2.571  0.05
H -1.704 -2.820 3.438  0.06
H 0.139 -1.222 4.752  0.06
H -0.531 0.198 3.895  0.04
H 1.205 -0.081 3.888  0.03
H -0.135 -4.284 1.407  0.10
H 1.390 -6.197 1.579  0.10
H 3.544 -5.969 2.774  0.10
H 4.156 -3.803 3.799  0.10
H 2.637 -1.887 3.635  0.09
C 1.135 4.306 -2.538  -0.04
C 0.867 2.833 -2.832  -0.63
C 1.750 2.355 -3.980  -0.05
C -0.616 2.641 -3.176  -0.04
N 1.259 2.126 -1.598  -0.06
N 0.937 0.732 -1.602  -0.13
H 0.947 4.911 -3.425  0.09
H 2.171 4.448 -2.229  0.09
H 0.484 4.664 -1.738  0.09
H 1.522 2.912 -4.889  0.09
H 1.585 1.298 -4.198  0.07
H 2.802 2.500 -3.734  0.09
H -0.906 3.329 -3.971  0.09
H -1.242 2.836 -2.304  0.07
H -0.838 1.633 -3.537  0.08
H 0.733 2.514 -0.819  0.04
H 1.725 0.226 -1.994  0.10
H 0.115 0.524 -2.173  0.03
C 2.111 0.347 1.027  -0.33
H 2.852 0.780 0.345  -0.05
H 2.547 0.240 2.025  -0.06

***

Entry 3:
Computed, not measured: a molecular structure, C14H12AuF5IN5O5S2Te in a non-equilibrium geometry, with ωB97M-V/def2-TZVPD.

The total charge is -2. The value obtained for the gap between HOMO and LUMO is 7.111 eV.

Each line ends with the Löwdin charge.
Atoms and positions in Å:
Au -0.461 -1.122 -0.930  1.29
O 0.459 -1.377 0.848  -0.22
N 1.643 -0.977 0.852  -0.22
O 2.077 -0.468 -0.172  -0.09
N 5.972 1.549 1.966  0.08
C 4.603 1.721 2.148  -0.33
C 4.004 2.954 1.895  -0.04
C 2.644 3.121 2.088  -0.09
C 1.890 2.064 2.559  -0.29
C 2.476 0.847 2.850  -0.08
C 3.829 0.675 2.646  -0.03
S 0.104 2.174 2.588  0.55
O -0.366 1.592 3.815  -0.32
O -0.257 3.559 2.350  -0.40
N -0.307 1.212 1.358  -0.13
C -0.167 1.625 0.149  -0.79
S 0.254 3.287 -0.298  1.02
C 0.190 2.829 -1.981  -0.40
C -0.139 1.536 -2.103  -0.25
N -0.335 0.863 -0.928  -0.17
H 6.383 2.195 1.308  0.08
H 6.233 0.591 1.789  0.08
H 4.606 3.765 1.507  0.10
H 2.151 4.057 1.867  0.09
H 1.852 0.047 3.212  0.11
H 4.280 -0.287 2.828  0.11
H 0.399 3.542 -2.753  0.04
H -0.280 0.996 -3.021  0.10
I -3.637 1.538 0.436  0.90
C -4.083 -0.377 -0.351  -0.76
C -5.366 -0.600 -0.822  -0.17
C -5.645 -1.855 -1.343  -0.09
C -4.652 -2.820 -1.330  -0.05
C -3.413 -2.486 -0.801  -0.15
N -3.135 -1.277 -0.333  0.00
H -6.112 0.178 -0.785  0.07
H -6.632 -2.059 -1.738  0.10
H -4.809 -3.809 -1.729  0.10
H -2.605 -3.202 -0.772  0.08
F -1.348 -1.038 -2.647  -0.56
Te -0.314 -3.536 -2.918  1.85
F -0.208 -4.956 -4.516  -0.65
F 1.627 -4.123 -2.555  -0.60
F -0.576 -5.284 -2.104  -0.49
F -2.348 -3.857 -3.070  -0.56
O -0.481 -3.009 -1.056  -0.81